Record 1
ORCA calculation (wB97M-V/def2-TZVPD) on a 2-piece molecular cluster, C6H15N overall at a distorted geometry.

Each line ends with the Mulliken charge.
Element x y z (Å)
N1 -0.91720 0.15690 0.34440  -0.673
C1 1.53368 0.50684 0.41441  0.993
C2 0.28325 -0.36145 0.09311  0.098
C3 1.42749 1.74958 -0.48843  -1.498
C4 0.44369 -1.87035 -0.07283  -1.213
C5 2.89799 -0.14810 0.27022  -1.571
C6 -4.37324 0.19577 -0.27544  -0.732
H1 0.44507 2.21199 -0.42019  0.391
H2 1.00050 -2.20063 0.80022  0.330
H3 -0.55574 -2.25420 -0.20323  0.367
H4 1.35555 0.75437 1.45854  0.240
H5 3.66034 0.57152 0.53257  0.421
H6 -0.60651 -0.24293 1.29523  0.254
H7 -4.36944 1.21416 -0.65702  0.213
H8 1.03157 -2.11299 -0.95953  0.363
H9 -4.76938 -0.45071 -1.06156  0.251
H10 1.55738 1.40894 -1.52039  0.367
H11 -3.37193 -0.15936 -0.09282  0.043
H12 3.17607 -0.55664 -0.70248  0.319
H13 -5.02321 0.12131 0.59365  0.227
H14 2.20448 2.45871 -0.27745  0.412
H15 2.96961 -0.99271 0.92901  0.398

Calculated values
Kohn-Sham gap in hartree: 0.29559
Maximum force in hartree/bohr: 0.0401
LUMO energy in eV: 0.3
SMILES: [H]/N=C(/C)C(C)C.C
Total energy in eV: -7952.072

Record 2
ORCA calculation (wB97M-V/def2-TZVPD) on the molecule C6H15N at a distorted geometry.

Each line ends with the Mulliken charge.
Element x y z (Å)
N1 1.53215 -0.20052 0.13673  0.071
C1 -2.23241 -0.27962 0.73970  -0.381
C2 1.77537 -0.67729 -1.25144  -1.100
C3 0.22567 0.39345 0.25787  -0.857
C4 -2.75384 0.37971 -0.63074  -1.056
C5 -0.76033 -0.73758 0.70729  -0.589
C6 2.65886 0.52986 0.72013  -1.036
H1 2.89766 1.50969 0.21648  0.355
H2 -2.38286 0.57141 1.44988  0.254
H3 2.23317 -1.66615 -1.22778  0.315
H4 2.42063 0.01095 -1.80601  0.391
H5 0.25230 1.14144 1.08723  0.376
H6 -2.66667 -0.27146 -1.53143  0.270
H7 0.84487 -0.63513 -1.96563  0.299
H8 -0.12411 0.99704 -0.58404  0.359
H9 -0.53751 -1.59065 0.12871  0.428
H10 2.41241 0.82533 1.65945  0.375
H11 3.59558 -0.00950 0.56389  0.330
H12 -2.13348 1.28521 -0.75954  0.277
H13 -3.85457 0.56168 -0.59651  0.343
H14 -0.47486 -0.91074 1.68817  0.299
H15 -2.92804 -1.22712 0.99758  0.275

Calculated values
Kohn-Sham gap in hartree: 0.34156
Maximum force in hartree/bohr: 0.0801
LUMO energy in eV: 1.1
SMILES: CCCCN(C)C
Total energy in eV: -7953.789

Record 3
ORCA calculation (wB97M-V/def2-TZVPD) on an isolated ion of composition C6H15N and charge +1 at a distorted geometry.

Each line ends with the Mulliken charge.
Element x y z (Å)
N1 -0.33817 -0.38229 0.34640  -0.010
C1 -0.55998 -1.25873 -0.77082  0.458
C2 -1.76920 -0.70626 -1.56259  -1.357
C3 1.45233 1.11142 1.12956  -0.340
C4 -0.80476 -2.70362 -0.31645  -1.276
C5 1.88263 2.59305 1.20274  -1.186
C6 0.26602 0.92953 0.17688  -0.688
H1 -2.10376 -1.40930 -2.31238  0.423
H2 -0.50854 1.66949 0.39347  0.380
H3 1.45460 3.15910 0.37135  0.374
H4 -0.94047 -2.78848 0.75641  0.373
H5 -1.15640 -0.31240 0.95511  0.375
H6 1.19380 0.75428 2.12521  0.387
H7 0.03648 -3.35624 -0.56113  0.311
H8 0.32333 -1.19814 -1.39568  0.324
H9 1.60868 3.05500 2.14047  0.311
H10 0.55549 1.03981 -0.86975  0.396
H11 2.29632 0.53786 0.75540  0.276
H12 -1.55092 0.24852 -2.04065  0.371
H13 -1.68802 -3.16774 -0.76219  0.347
H14 2.96610 2.70400 1.12472  0.340
H15 -2.61557 -0.51887 -0.88609  0.410

Calculated values
Kohn-Sham gap (spin up / spin down) in hartree: 0.47420 / 0.30623
Maximum force in hartree/bohr: 0.0425
Expectation value of S²: 0.7542
Multiplicity: 2
Total charge: +1
LUMO energy (spin up / spin down) in eV: -2.9 / -7.6
Total energy in eV: -7947.062

Record 4
ORCA calculation (wB97M-V/def2-TZVPD) on an isolated ion of composition C6H15N and charge +1 at a distorted geometry.

Each line ends with the Mulliken charge.
Element x y z (Å)
N1 -0.94879 2.20875 0.45382  -0.185
C1 0.11001 1.29735 0.54308  0.117
C2 0.45821 0.89191 1.96965  -1.376
C3 -0.22164 0.08369 -0.44616  0.506
C4 1.08359 -0.55717 -0.89850  -0.531
C5 -1.34841 -0.82176 0.09700  -1.649
C6 0.92375 -1.86290 -1.64460  -1.424
H1 -0.23035 0.14222 2.36774  0.358
H2 -1.72133 -1.40160 -0.74194  0.420
H3 -1.73579 2.09971 1.09649  0.337
H4 -2.14996 -0.25710 0.57113  0.385
H5 -0.66891 0.48002 -1.36695  0.355
H6 1.46622 0.50098 2.02884  0.375
H7 1.00703 1.77078 0.12646  0.404
H8 -1.33416 2.33315 -0.48753  0.344
H9 0.55205 -2.65587 -0.99433  0.353
H10 1.88305 -2.20884 -2.02396  0.395
H11 0.28466 1.75373 2.60701  0.425
H12 -0.96331 -1.50100 0.86570  0.386
H13 0.17990 -1.79731 -2.43899  0.370
H14 1.53861 0.17930 -1.57114  0.344
H15 1.83556 -0.67802 -0.11284  0.290

Calculated values
Kohn-Sham gap (spin up / spin down) in hartree: 0.44998 / 0.25996
Maximum force in hartree/bohr: 0.0385
Expectation value of S²: 0.7547
Multiplicity: 2
Total charge: +1
LUMO energy (spin up / spin down) in eV: -3.1 / -8.3
Total energy in eV: -7946.759

Record 5
ORCA calculation (wB97M-V/def2-TZVPD) on the molecule C6H15N2 at a distorted geometry.

Each line ends with the Mulliken charge.
Element x y z (Å)
N1 0.44084 -1.29890 1.17876  -0.300
N2 0.72000 -0.36175 -1.70365  -1.796
C1 0.05158 1.97719 -2.04664  -1.340
C2 -0.67970 -0.46605 0.91823  0.368
C3 -1.93672 -0.87688 0.98828  -1.027
C4 -0.27882 0.71168 -1.31096  0.106
C5 1.10776 -1.06729 2.46920  -0.937
C6 -0.31785 0.82305 0.21403  -1.400
H1 1.71294 -0.03597 -1.82395  1.032
H2 0.11446 -2.25864 1.24143  0.249
H3 0.37335 1.81387 -3.08188  0.504
H4 0.36605 -1.02994 -2.48352  1.271
H5 1.02301 -0.04076 2.84028  0.315
H6 2.16947 -1.29155 2.38664  0.357
H7 -2.81024 -0.38977 0.57844  0.324
H8 -2.20129 -1.79945 1.50026  0.281
H9 -1.22244 0.27250 -1.61052  -0.242
H10 -0.82124 2.63611 -2.13454  0.409
H11 0.77789 -1.68946 3.30380  0.281
H12 0.66868 1.15111 0.55034  0.408
H13 0.88085 -1.00460 -0.92494  0.220
H14 0.83206 2.59740 -1.60834  0.475
H15 -0.97065 1.62810 0.55926  0.440

Calculated values
Kohn-Sham gap (spin up / spin down) in hartree: 0.15162 / 0.37164
Maximum force in hartree/bohr: 0.0268
Expectation value of S²: 0.7507
Multiplicity: 2
LUMO energy (spin up / spin down) in eV: 0.9 / 0.7
Total energy in eV: -9441.436

Record 6
ORCA calculation (wB97M-V/def2-TZVPD) on an isolated ion of composition C6H15N2 and charge +1 at a distorted geometry.

Each line ends with the Mulliken charge.
Element x y z (Å)
N1 0.05994 -0.16699 -0.16990  0.241
N2 0.50390 0.10715 2.44860  -0.264
C1 -1.39854 0.96751 -1.65345  -0.669
C2 0.37897 -1.33215 1.97457  -0.660
C3 0.93613 0.40950 -1.18625  -0.753
C4 -1.34128 -0.10532 -0.59300  -0.666
C5 0.04229 1.31198 -2.06437  -0.477
C6 0.58959 -1.34222 0.45057  -0.728
H1 -0.37776 0.60807 2.42478  0.351
H2 -1.81480 -1.05512 -0.86991  0.291
H3 1.11895 0.59794 1.78799  0.273
H4 0.31044 1.04130 -3.08519  0.288
H5 -1.95121 0.76554 -2.52796  0.366
H6 1.56206 -0.27844 -1.76415  0.385
H7 0.98448 0.25773 3.33842  0.377
H8 -1.97013 1.85559 -1.37675  0.314
H9 0.27223 2.36175 -1.89794  0.299
H10 -1.90730 0.22091 0.28665  0.254
H11 1.11829 -1.92083 2.51122  0.385
H12 -0.61917 -1.61313 2.29628  0.345
H13 1.65774 -1.46460 0.30017  0.441
H14 0.14530 -2.27415 0.10927  0.372
H15 1.69988 1.04798 -0.73965  0.236

Calculated values
Kohn-Sham gap in hartree: 0.33091
Maximum force in hartree/bohr: 0.0345
Total charge: +1
LUMO energy in eV: -3.5
SMILES: [NH3+]CCN1CCCC1
Total energy in eV: -9438.364

Record 7
ORCA calculation (wB97M-V/def2-TZVPD) on a 2-piece molecular cluster, C6H15N2 overall at a distorted geometry.

Each line ends with the Mulliken charge.
Element x y z (Å)
N1 -0.27291 -1.42422 0.44804  -0.038
N2 -0.42050 0.21189 2.09426  -0.336
C1 -0.65279 -0.28211 0.86455  0.272
C2 2.95079 -0.66608 -0.70153  -1.181
C3 -2.71918 0.43613 -0.15316  -1.265
C4 -1.19141 0.78489 -0.01941  0.156
C5 -0.46418 0.60863 -1.46849  -1.329
C6 -0.18654 -2.65713 0.18749  -0.236
H1 0.57576 0.69591 -1.30253  0.355
H2 3.37631 0.28263 -0.76014  0.387
H3 -3.27063 0.94757 0.57695  0.365
H4 -0.59083 -0.42855 -1.85207  0.317
H5 -0.89909 1.41770 -2.15004  0.395
H6 -1.13036 -3.23123 0.06994  0.269
H7 -0.77400 1.10334 2.34839  0.243
H8 2.20186 -0.62132 0.04251  0.118
H9 -2.81249 -0.61549 -0.00922  0.319
H10 0.64835 -3.16464 -0.16582  0.327
H11 -0.93330 1.83424 0.22179  0.511
H12 -3.03075 0.71991 -1.10347  0.432
H13 -0.03043 -0.40873 2.77357  0.245
H14 2.65863 -0.90280 -1.69774  0.317
H15 3.70116 -1.39358 -0.46117  0.358

Calculated values
Kohn-Sham gap in hartree: 0.38584
Maximum force in hartree/bohr: 0.0786
Total charge: +1
LUMO energy in eV: -4.5
Total energy in eV: -9437.426

Record 8
ORCA calculation (wB97M-V/def2-TZVPD) on an isolated ion of composition C6H15N2 and charge +1 at a distorted geometry.

Each line ends with the Mulliken charge.
Element x y z (Å)
N1 -0.83646 1.00326 -1.41469  -0.223
N2 -1.56576 -1.97478 -0.28072  -0.463
C1 -0.54331 -0.25274 2.02831  -1.334
C2 1.60514 -0.04224 0.57033  -0.775
C3 1.51690 0.73783 -0.74117  -0.692
C4 0.31822 1.69302 -0.73569  -0.539
C5 0.23030 -0.70005 0.80316  0.546
C6 -0.23222 -1.62335 -0.03520  -0.612
H1 0.05005 1.99263 0.24608  0.306
H2 2.38508 -0.79972 0.59983  0.338
H3 -0.47706 0.82400 2.13742  0.344
H4 -1.74911 1.27780 -1.04002  0.344
H5 2.45678 1.25394 -0.83262  0.408
H6 -1.58950 -0.54589 1.96485  0.358
H7 -0.92717 1.38618 -2.36141  0.398
H8 0.41592 -2.09991 -0.77115  0.399
H9 1.49712 0.09143 -1.62038  0.410
H10 -0.80537 -0.02180 -1.43509  0.289
H11 -1.76976 -2.92579 -0.55904  0.250
H12 -2.20097 -1.77116 0.48159  0.181
H13 -0.10580 -0.66107 2.93931  0.302
H14 0.63281 2.52429 -1.36192  0.356
H15 1.69417 0.63411 1.41822  0.409

Calculated values
Kohn-Sham gap in hartree: 0.31740
Maximum force in hartree/bohr: 0.0443
Total charge: +1
LUMO energy in eV: -3.3
SMILES: C/C(=C\N)CCC[NH3+]
Total energy in eV: -9438.506

Record 9
ORCA calculation (wB97M-V/def2-TZVPD) on an isolated ion of composition C6H15N2 and charge +1 at a distorted geometry.

Each line ends with the Mulliken charge.
Element x y z (Å)
N1 -0.94837 1.57374 0.11545  -1.127
N2 0.98986 -1.72591 -0.25835  -0.396
C1 -1.86715 -0.80418 0.70777  -0.446
C2 0.72669 -0.31759 0.01964  1.663
C3 1.44136 0.68389 -1.22646  -1.759
C4 -0.78001 0.06805 0.05872  -1.170
C5 1.39450 0.08480 1.36900  -1.545
C6 -1.78020 -0.67152 -0.76527  -1.016
H1 2.51542 0.03570 1.19198  0.393
H2 -2.44015 -0.17317 -1.48813  0.324
H3 -2.56607 -0.41615 1.43832  0.356
H4 2.43977 0.58067 -1.42003  0.510
H5 0.96980 -0.61925 2.10525  0.361
H6 -1.45184 -1.68211 1.16702  0.327
H7 1.29400 1.68275 -0.88961  0.594
H8 1.08047 1.06134 1.88444  0.482
H9 -0.34580 1.93227 0.86968  0.665
H10 2.03516 -1.86191 -0.41637  0.388
H11 0.53486 -2.23899 -0.95198  0.297
H12 -0.74022 2.02852 -0.72290  0.738
H13 -1.48704 -1.56772 -1.18422  0.272
H14 -1.89750 1.89477 0.45984  0.644
H15 0.88249 0.45201 -2.06378  0.444

Calculated values
Kohn-Sham gap (spin up / spin down) in hartree: 0.13454 / 0.25395
Maximum force in hartree/bohr: 0.0998
Expectation value of S²: 2.0074
Multiplicity: 3
Total charge: +1
LUMO energy (spin up / spin down) in eV: -3.2 / -8.8
Total energy in eV: -9430.920

Record 10
ORCA calculation (wB97M-V/def2-TZVPD) on a 2-piece molecular cluster, C6H15N2 overall at a distorted geometry.

Each line ends with the Mulliken charge.
Element x y z (Å)
N1 -0.90090 1.08141 -2.09227  -0.256
N2 1.37492 0.07582 -0.43122  -0.140
C1 -0.52367 0.16756 1.24623  -0.458
C2 -2.94195 -0.34522 0.25785  -1.134
C3 1.89464 -0.40274 2.02532  -0.478
C4 2.76855 0.07799 -0.93961  -0.908
C5 -1.48746 -0.77074 0.54112  -0.626
C6 1.02909 -0.07628 0.93194  0.570
H1 2.86743 0.69771 -1.88135  0.303
H2 -0.53710 -0.04961 2.33258  0.445
H3 -2.93243 0.51581 -0.44973  0.267
H4 -1.53976 -1.74431 0.97028  0.422
H5 -0.93878 0.92293 -3.12797  0.414
H6 2.85170 -0.81388 1.70864  0.346
H7 -0.47568 2.07911 -2.30210  0.417
H8 -0.95945 -1.12016 -0.41713  0.271
H9 -0.77067 1.28424 1.10434  0.285
H10 3.62690 0.44530 -0.28643  0.351
H11 -0.11773 0.40899 -1.64050  0.426
H12 -3.47003 -1.21229 -0.39800  0.317
H13 3.10001 -0.94624 -1.23619  0.418
H14 -3.45196 -0.04477 1.07815  0.402
H15 1.53432 -0.23062 3.00606  0.345

Calculated values
Kohn-Sham gap (spin up / spin down) in hartree: 0.23943 / 0.20315
Maximum force in hartree/bohr: 0.1149
Expectation value of S²: 0.7936
Multiplicity: 2
Total charge: +2
LUMO energy (spin up / spin down) in eV: -12.1 / -13.0
Total energy in eV: -9419.864

Record 11
ORCA calculation (wB97M-V/def2-TZVPD) on C6H15N2NiO8S2 as an isolated structure at a distorted geometry.

Each line ends with the Mulliken charge.
Element x y z (Å)
Ni1 1.34812 -0.91052 -3.30529  0.567
S1 -0.92496 2.53847 -1.51004  1.069
S2 0.33538 3.07196 1.05052  1.094
O1 1.35659 1.17487 3.59624  -0.365
O2 0.09809 4.61708 1.18505  -0.487
O3 -0.81200 2.35259 1.80280  -0.536
O4 -2.08238 1.49380 -0.82108  -0.204
O5 -1.51606 3.99478 -1.36192  -0.501
O6 -0.72053 2.33402 -3.05084  -0.570
O7 1.97383 1.23800 2.43085  -0.117
O8 1.71187 -1.69287 0.63119  -0.515
N1 -0.93808 -2.04099 -1.64636  -0.263
N2 0.57782 2.55206 -0.59959  -0.235
C1 -2.13979 0.19040 -1.50075  -0.595
C2 -0.64820 -0.55648 -1.62287  -0.651
C3 0.57415 -2.65578 0.45629  0.008
C4 0.21362 -2.87724 -1.13525  -0.414
C5 1.91839 2.68316 2.04749  -0.396
C6 -0.69401 -2.20001 1.39006  -0.752
H1 -2.76611 -0.52729 -0.78088  0.306
H2 -0.45236 -1.12062 1.83589  0.047
H3 1.16483 -2.79337 -1.83684  0.050
H4 1.84175 3.26930 3.07441  0.383
H5 0.59236 0.54489 3.42377  0.343
H6 -0.14945 -0.26122 -2.65896  0.686
H7 -0.70565 -2.93232 2.33130  0.321
H8 -2.69801 0.24580 -2.53711  0.272
H9 -1.74093 -2.24106 0.86215  0.226
H10 2.53498 -2.26965 0.64780  0.326
H11 -0.13602 -4.01477 -1.23008  0.332
H12 2.85153 2.97226 1.40322  0.302
H13 0.98286 -3.68627 0.88233  0.507
H14 -1.03256 -2.28906 -2.67551  0.333
H15 0.08090 -0.20391 -0.77797  0.429

Calculated values
Kohn-Sham gap (spin up / spin down) in hartree: 0.24545 / 0.21002
Maximum force in hartree/bohr: 0.1640
Expectation value of S²: 2.0205
Multiplicity: 3
Total charge: +1
LUMO energy (spin up / spin down) in eV: -6.3 / -7.2
Total energy in eV: -88516.015

Record 12
ORCA calculation (wB97M-V/def2-TZVPD) on the molecule C6H15N3.

Each line ends with the Mulliken charge.
Element x y z (Å)
N1 0.00828 -1.06986 0.88314  -0.475
N2 -1.74357 0.69522 1.04473  -0.612
N3 1.73215 0.60905 1.15064  -0.682
C1 -0.02147 1.79856 -0.99464  -1.497
C2 1.06641 -0.29455 0.23525  0.826
C3 -0.00719 0.30719 -0.72390  -0.048
C4 -2.11056 -1.18975 -0.41491  -1.708
C5 2.11754 -1.17576 -0.42835  -1.678
C6 -1.06702 -0.29361 0.23789  0.836
H1 -0.92582 2.05976 -1.53799  0.417
H2 -0.00774 2.38360 -0.07837  0.281
H3 -1.09695 1.18174 1.65558  0.267
H4 2.71140 -0.59111 -1.12756  0.381
H5 -2.44990 0.25534 1.62333  0.262
H6 2.77009 -1.59518 0.33230  0.433
H7 -0.01026 -0.23177 -1.67194  0.310
H8 1.62928 -1.98578 -0.96063  0.357
H9 0.03434 -1.10727 1.89489  0.264
H10 -2.78583 -0.58314 -1.01191  0.373
H11 2.51656 1.06415 0.70004  0.274
H12 -2.68216 -1.71538 0.34688  0.430
H13 -1.62148 -1.92452 -1.04636  0.353
H14 0.84183 2.07565 -1.59801  0.384
H15 1.10209 1.32742 1.48990  0.252

Calculated values
Kohn-Sham gap in hartree: 0.35127
Maximum force in hartree/bohr: 0.0109
LUMO energy in eV: 1.0
SMILES: C[C@H]1[C@@](C)(N)N[C@@]1(C)N
Total energy in eV: -10935.541